Record 1
Entry from the Open Molecules 2025 dataset: C14H17NNdO3S as an isolated structure at a distorted geometry (the ωB97M-V functional and the def2-TZVPD basis).

CARTESIAN COORDINATES (ANGSTROEM)
C 2.56623 0.08699 -4.07172
C 1.32399 0.26086 -4.74327
C 0.42040 -0.73758 -4.27806
C 1.10517 -1.52775 -3.31338
C 2.42984 -1.01675 -3.18040
Nd 1.00962 0.66787 -2.35685
N 2.05711 1.27549 -1.13205
C 0.77144 3.13353 -2.05011
C 0.15469 2.72714 -3.21008
H -0.61650 -0.86284 -4.59617
H 1.10502 1.01320 -5.50296
H 0.68407 -2.36113 -2.74931
H 3.19958 -1.39658 -2.50761
H 3.45879 0.70307 -4.19352
H 0.61743 2.91477 -4.18338
H 1.73300 3.65408 -2.07034
H 2.79809 1.67856 -0.54591
H -0.88620 2.38564 -3.19760
H 0.23932 3.12679 -1.09549
C -1.94521 -2.17984 5.92244
C -1.65409 -1.54055 4.59691
C -1.82865 -0.15752 4.43771
C -1.55249 0.45112 3.20948
C -1.10027 -0.31728 2.12981
C -0.92698 -1.69765 2.28330
C -1.20294 -2.30853 3.51047
S -0.71247 0.47019 0.56815
O -1.90337 1.24659 -0.01373
O 0.32541 1.57198 0.80671
O -0.11651 -0.54126 -0.70133
H -1.29487 -1.73154 6.70244
H -3.00839 -2.01005 6.19384
H -1.75855 -3.27459 5.89678
H -2.17446 0.44865 5.26608
H -1.68392 1.52053 3.10055
H -0.57303 -2.29854 1.45546
H -1.06033 -3.37706 3.61313

Multiplicity: 4
Net charge: -1
Gap between HOMO and LUMO (alpha / beta) (hartree): 0.1997 / 0.2419
Molecular weight (Da): 423.60
E_LUMO (alpha / beta) (eV): 2.58 / 2.58
Strongest force on any atom (eV/Å): 11.1

Record 2
Entry from the Open Molecules 2025 dataset: C32H40BrN8O5SSiTl as an isolated structure at a distorted geometry (the ωB97M-V functional and the def2-TZVPD basis).

CARTESIAN COORDINATES (ANGSTROEM)
Tl -0.12396 1.82958 -0.03392
C -2.78099 -1.76478 1.64734
C -1.40723 -2.35523 1.93421
C -1.44491 -3.87610 1.99693
C -0.75184 -1.64094 3.12690
O -0.71146 -1.98922 0.70530
Si 0.74876 -2.29223 0.07344
S 1.69618 -0.43871 -0.48260
O 1.74189 -3.12167 1.06049
C 3.10919 -3.70912 1.19038
C 3.12124 -4.93866 0.33271
C 4.05573 -2.65031 0.73560
C 3.24372 -3.97460 2.67726
O 0.60484 -3.15968 -1.25908
C 0.34640 -3.17984 -2.73326
C 1.68740 -3.06242 -3.39960
C -0.56217 -2.00332 -3.02187
C -0.27225 -4.56575 -2.85456
H -3.41877 -1.91363 2.52481
H -3.20950 -2.29370 0.83078
H -2.69608 -0.72809 1.35252
H -2.07256 -4.19208 2.87552
H -0.40440 -4.21996 2.11242
H -1.80530 -4.20725 1.03562
H -1.39559 -1.84688 3.96071
H -0.69961 -0.57419 2.89777
H 0.20722 -2.08742 3.41280
H 3.01357 -4.62300 -0.70718
H 2.34125 -5.64844 0.68892
H 4.08829 -5.42381 0.44681
H 3.77347 -2.35729 -0.28662
H 5.09205 -2.96510 0.64263
H 3.94292 -1.74301 1.35576
H 2.60195 -4.80987 2.84263
H 3.00659 -3.09677 3.27021
H 4.28148 -4.38204 2.84519
H 2.06187 -2.02688 -3.27989
H 1.58366 -3.30538 -4.44732
H 2.36091 -3.81256 -2.97274
H -0.16623 -1.05431 -2.59923
H -1.53085 -2.12028 -2.52129
H -0.73439 -1.84408 -4.09995
H 0.40105 -5.31286 -2.44255
H -0.51380 -4.81442 -3.85492
H -1.17932 -4.56987 -2.27409
O -6.21526 -1.02527 -1.96924
C -5.64296 -1.82042 -2.54914
Br 3.68557 8.32841 -0.96932
C 3.24107 6.53398 -0.74159
C 3.92458 5.60666 0.10048
C 3.35891 4.32791 0.24799
N 2.34288 3.87836 -0.48385
C 1.76658 4.70273 -1.33762
C 2.14852 6.05496 -1.45472
H 4.80128 5.86159 0.68629
H 3.72518 3.58167 0.99877
H 1.01778 4.29357 -2.00040
H 1.59875 6.66998 -2.16182
N 0.90957 1.92672 2.49305
C 1.78037 1.62145 3.25060
C 2.82100 1.39980 4.11264
C 3.74667 2.39186 4.35410
N 4.48088 3.26200 4.59040
C 2.91053 0.10030 4.64642
N 2.95642 -0.96942 5.12408
N -2.21694 3.56193 1.86953
C -3.61149 3.33640 1.74744
C -4.31190 3.70938 0.57055
C -5.67261 3.45077 0.46786
C -6.34479 2.77047 1.52963
C -5.61866 2.34812 2.66522
C -4.25729 2.63707 2.76900
H -1.90492 3.46244 2.81245
H -1.74345 4.27706 1.32562
H -3.75305 4.22203 -0.22658
H -6.18022 3.79843 -0.41306
H -7.42972 2.57777 1.42055
H -6.12901 1.87458 3.49815
H -3.69860 2.36634 3.65144
N 0.87030 2.21304 -4.38825
C -0.37279 2.44343 -3.85098
O -0.46570 2.68193 -2.62693
C -1.52323 2.15071 -4.70892
C -1.31993 1.11900 -5.59984
N -1.03166 0.29017 -6.38120
C -2.75539 2.75169 -4.66957
N -3.74861 3.36827 -4.50079
H 1.64690 2.41700 -3.77684
H 0.98400 2.31134 -5.42657

Net charge: -2
Gap between HOMO and LUMO (hartree): 0.2073
Molecular weight (Da): 961.16
E_LUMO (eV): 3.32
Strongest force on any atom (eV/Å): 5.3

Record 3
Entry from the Open Molecules 2025 dataset: the molecule C6H12Si at a distorted geometry (the ωB97M-V functional and the def2-TZVPD basis).

CARTESIAN COORDINATES (ANGSTROEM)
C 0.24275 2.44386 -0.99353
C 1.73095 2.34611 -0.63854
C 0.63234 -0.52182 0.18541
C -0.37449 -1.37570 0.36008
C -1.63910 -1.01284 1.07425
C -0.33816 -2.77422 -0.18357
Si 0.61072 1.33338 0.48750
H -0.21228 3.41119 -0.81468
H -0.05130 2.04450 -1.95359
H 2.35367 1.85070 -1.37263
H 2.19398 3.25855 -0.28802
H 0.27691 2.04897 1.71782
H 1.50337 -0.88282 -0.35191
H -1.50998 -0.10847 1.66258
H -1.95148 -1.82417 1.73065
H -2.43946 -0.84250 0.35314
H -1.20416 -2.93321 -0.82838
H -0.38751 -3.51070 0.61898
H 0.56322 -2.95079 -0.76556

Net charge: 0
Gap between HOMO and LUMO (hartree): 0.3446
Molecular weight (Da): 112.25
E_LUMO (eV): 0.99
Strongest force on any atom (eV/Å): 1.5

Record 4
Entry from the Open Molecules 2025 dataset: a 2-piece molecular cluster, C12H19N2O7S overall at a distorted geometry (the ωB97M-V functional and the def2-TZVPD basis).

CARTESIAN COORDINATES (ANGSTROEM)
N 2.00314 -1.38108 2.14573
C 3.40887 -0.98944 2.54486
S 3.71730 0.84687 2.68453
C 4.53888 1.59827 1.20187
N 3.68216 2.45321 0.30543
C 2.29153 1.81022 3.37492
O 1.47839 2.56794 2.41884
C 0.03859 2.49774 2.71152
O -0.55153 1.20493 2.27306
C -0.54180 1.14004 0.77933
C -1.23787 -0.26663 0.20804
O -1.92875 -0.99535 1.30846
H 2.01264 -1.87195 1.21973
H 1.38160 -0.54223 2.14088
H 3.59237 -1.46520 3.62172
H 4.24630 -1.44987 1.85236
H 5.52102 2.18124 1.55150
H 4.94479 0.70289 0.52464
H 3.58506 3.40560 0.76632
H 2.70940 2.06224 0.17683
H 1.53745 1.09919 3.96530
H 2.70087 2.56673 4.18260
H -0.47204 3.35308 2.05470
H -0.18768 2.76907 3.82904
H 0.57465 1.10244 0.36100
H -1.10314 2.10302 0.35271
H -1.99707 -0.07303 -0.66984
H -0.41467 -0.99987 -0.23244
H -1.16568 -1.43600 1.80385
C -3.73033 -2.24789 -5.48094
C -2.56646 -1.69230 -5.10236
C -2.47735 -1.43735 -3.60075
O -1.47431 -1.00218 -3.02627
C -3.67443 -1.72303 -2.76667
C -4.84379 -2.26675 -3.14774
C -4.89266 -2.62069 -4.63169
O -5.83866 -3.19474 -5.17999
O -5.86556 -2.51041 -2.43479
O -1.57536 -1.37591 -5.82953
H -3.88301 -2.47651 -6.52982
H -3.54288 -1.44633 -1.72695

Net charge: -1
Gap between HOMO and LUMO (hartree): 0.0499
Molecular weight (Da): 335.36
E_LUMO (eV): -0.27
Strongest force on any atom (eV/Å): 3.7

no.,electronic energy (Eh)
1,-1783.537999
2,-5492.050540
3,-525.244033
4,-1502.679674